{
  "formula": "C5H8O",
  "method": "the ωB97M-V functional and the def2-TZVPD basis",
  "de_lowest_kcal_mol": 89.8,
  "elements": ["C", "C", "O", "C", "C", "C", "H", "H", "H", "H", "H", "H", "H", "H"],
  "xyz": [[-1.5757, -0.3038, -0.6847], [-0.6665, -0.4839, 0.5185], [0.0960, -1.5172, 0.5228], [0.3630, 1.2461, 0.4627], [1.5267, 0.6954, 0.0001], [2.2080, -0.3274, -0.2756], [-0.9838, -0.2751, -1.6066], [-2.2374, -1.1746, -0.7425], [-2.1908, 0.5992, -0.6174], [-1.0974, -0.2093, 1.4916], [1.2584, -1.1513, 0.0247], [-0.2452, 1.8364, -0.2196], [0.3588, 1.6181, 1.4865], [3.1909, -0.6300, -0.6007]]
}

{
  "formula": "C5H8O",
  "method": "the ωB97M-V functional and the def2-TZVPD basis",
  "de_lowest_kcal_mol": 79.3,
  "smiles": "C[C@]12CC[C@H]1O2",
  "elements": ["C", "C", "C", "C", "C", "O", "H", "H", "H", "H", "H", "H", "H", "H"],
  "xyz": [[-1.6895, 0.6286, 0.3886], [-0.5775, -0.1491, -0.2409], [0.5400, -0.8095, 0.6415], [1.6202, 0.0184, -0.0781], [0.5371, 0.2661, -1.1068], [-0.6640, -0.9304, -1.3498], [-1.2364, 1.3917, 1.0330], [-2.3083, -0.0246, 1.0119], [-2.3217, 1.1194, -0.3542], [0.4082, -0.6589, 1.7038], [0.6333, -1.8581, 0.3539], [1.8424, 0.9205, 0.5278], [2.5750, -0.4137, -0.3860], [0.6412, 0.4996, -2.1447]]
}

{
  "formula": "C5H8O",
  "method": "the ωB97M-V functional and the def2-TZVPD basis",
  "de_lowest_kcal_mol": 40.2,
  "elements": ["C", "C", "C", "C", "C", "O", "H", "H", "H", "H", "H", "H", "H", "H"],
  "xyz": [[1.8144, -0.5411, -0.0159], [0.5833, 0.2097, -0.5472], [-0.7910, -0.3459, -0.3724], [-1.8990, 0.3807, -0.4905], [-0.7198, 0.9817, 1.8989], [-1.0237, 0.2328, 2.7003], [2.2275, -0.1607, 0.9288], [1.6124, -1.6077, 0.1313], [2.6124, -0.4528, -0.7600], [0.6523, 1.2896, -0.3698], [0.4793, 0.0612, -1.6349], [-0.8231, -1.4336, -0.3419], [-1.8462, 1.4635, -0.6082], [-2.8786, -0.0774, -0.5186]]
}

{
  "formula": "C5H8O",
  "method": "the ωB97M-V functional and the def2-TZVPD basis",
  "de_lowest_kcal_mol": 72.5,
  "elements": ["O", "C", "C", "C", "C", "C", "H", "H", "H", "H", "H", "H", "H", "H"],
  "xyz": [[1.2151, 0.3730, 1.9500], [0.7863, -0.8022, 1.5136], [-0.5910, -0.5604, 0.9268], [-0.3115, -0.1830, -0.5210], [-0.2278, 1.2906, -0.8121], [-0.0805, -1.1192, -1.4406], [2.1205, 0.2462, 2.2709], [-1.1330, 0.2482, 1.4369], [-1.1705, -1.4860, 0.9768], [-1.2260, 1.7461, -0.7884], [0.2139, 1.4818, -1.7947], [0.3749, 1.7997, -0.0508], [-0.1344, -2.1779, -1.1999], [0.1641, -0.8569, -2.4674]]
}

{
  "formula": "C5H8O",
  "method": "the ωB97M-V functional and the def2-TZVPD basis",
  "de_lowest_kcal_mol": 127.9,
  "elements": ["C", "C", "C", "C", "C", "O", "H", "H", "H", "H", "H", "H", "H", "H"],
  "xyz": [[1.9586, 0.5011, -0.4323], [0.9178, -0.5756, -0.3034], [0.3639, -1.2597, 0.6988], [-0.7280, -0.8435, -0.2294], [-1.7250, 0.1579, 0.3267], [-1.1709, 0.9132, 1.3654], [1.5081, 1.4835, -0.2533], [2.7062, 0.3228, 0.3458], [2.4489, 0.5066, -1.4110], [0.1297, -0.3767, -1.2411], [-1.1090, -1.5473, -0.9715], [-2.0702, 0.8549, -0.4438], [-2.5970, -0.4355, 0.6548], [-0.6331, 0.2984, 1.8941]]
}

{
  "formula": "C5H8O",
  "method": "the ωB97M-V functional and the def2-TZVPD basis",
  "de_lowest_kcal_mol": 124.1,
  "elements": ["C", "C", "C", "C", "C", "O", "H", "H", "H", "H", "H", "H", "H", "H"],
  "xyz": [[-1.7210, -0.1902, 0.3707], [-0.2609, 0.1096, 0.2242], [0.3265, 1.0290, -0.7996], [0.7461, -0.4182, -0.7581], [1.7758, -0.7610, 0.2737], [0.4986, 0.0895, 1.4373], [-1.8732, -1.1795, 0.8145], [-2.1984, 0.5550, 1.0164], [-2.2133, -0.1678, -0.6063], [1.0302, 1.7937, -0.4757], [-0.3468, 1.3227, -1.6008], [0.5238, -1.1148, -1.5623], [2.6250, -0.0638, 0.3040], [0.9540, -0.8831, 1.4462]]
}

{
  "formula": "C5H8O",
  "method": "the ωB97M-V functional and the def2-TZVPD basis",
  "de_lowest_kcal_mol": 32.8,
  "smiles": "C=C[C@H](C)C=O",
  "elements": ["C", "C", "C", "C", "C", "O", "H", "H", "H", "H", "H", "H", "H", "H"],
  "xyz": [[-1.2976, -1.2522, -0.4049], [-0.6253, -0.2992, -1.0422], [0.4130, 0.5334, -0.3213], [1.4944, -0.2593, 0.4299], [-0.4456, 1.3438, 0.6637], [-1.1474, 0.8275, 1.4969], [-0.9906, -1.5895, 0.5806], [-2.2297, -1.6515, -0.7860], [-0.9685, 0.0719, -2.0066], [0.9064, 1.2289, -1.0112], [1.0519, -0.9020, 1.1958], [2.2016, 0.4141, 0.9288], [2.0611, -0.8887, -0.2639], [-0.4461, 2.4445, 0.5542]]
}

{
  "formula": "C5H8O",
  "method": "the ωB97M-V functional and the def2-TZVPD basis",
  "de_lowest_kcal_mol": 48.7,
  "smiles": "CCC#CCO",
  "elements": ["C", "C", "C", "C", "C", "O", "H", "H", "H", "H", "H", "H", "H", "H"],
  "xyz": [[-2.1167, 1.0306, -0.4441], [-1.5529, -0.3916, -0.5638], [-0.0878, -0.4478, -0.5410], [1.1129, -0.5230, -0.4452], [2.5264, -0.5957, -0.0425], [2.6738, -0.2797, 1.3300], [-2.0700, 1.5553, -1.4023], [-3.1601, 1.0009, -0.1151], [-1.5494, 1.6101, 0.2893], [-1.9045, -0.9958, 0.2782], [-1.9335, -0.8798, -1.4682], [3.1540, 0.0580, -0.6642], [2.9071, -1.6144, -0.1651], [2.0812, 0.4612, 1.5046]]
}

{
  "formula": "C5H8O",
  "method": "the ωB97M-V functional and the def2-TZVPD basis",
  "de_lowest_kcal_mol": 74.9,
  "elements": ["C", "C", "C", "C", "C", "O", "H", "H", "H", "H", "H", "H", "H", "H"],
  "xyz": [[1.4014, 1.1607, -0.2839], [0.8799, 0.2378, -1.0735], [0.9969, 0.4880, 0.9938], [0.5279, -0.5522, 0.0298], [0.0536, -1.7516, 0.3182], [-2.3238, 0.4783, -0.5010], [1.7691, 2.1159, -0.6295], [0.8532, 0.0137, -2.1971], [1.8461, 0.1742, 1.6281], [0.1626, 0.8755, 1.5865], [0.0011, -2.4918, -0.4602], [-2.9984, -0.2200, -0.0990], [-0.3541, -1.8407, 1.2829], [-2.8157, 1.3122, -0.5950]]
}

{
  "formula": "C5H8O",
  "method": "the ωB97M-V functional and the def2-TZVPD basis",
  "de_lowest_kcal_mol": 126.3,
  "elements": ["C", "C", "C", "C", "C", "O", "H", "H", "H", "H", "H", "H", "H", "H"],
  "xyz": [[2.5986, -0.3499, -0.3191], [1.3534, -0.0921, 0.2307], [0.2936, 0.6197, 0.4661], [-1.0508, 0.5875, -0.1529], [-1.6908, -0.8021, -0.1485], [-1.9731, 1.4772, 0.4625], [3.2038, -1.1887, 0.0140], [2.1233, -0.1672, 1.1316], [3.0484, 0.3168, -1.0583], [-0.8975, 0.9095, -1.2027], [-1.7051, -1.1890, 0.8762], [-2.7254, -0.7182, -0.4985], [-1.1327, -1.4930, -0.7915], [-1.4457, 2.0896, 0.9905]]
}

{
  "formula": "C5H8O",
  "method": "the ωB97M-V functional and the def2-TZVPD basis",
  "de_lowest_kcal_mol": 65.0,
  "smiles": "C#C[C@H](O)CC",
  "elements": ["C", "C", "C", "O", "C", "C", "H", "H", "H", "H", "H", "H", "H", "H"],
  "xyz": [[1.8486, 1.1105, -0.5180], [1.4349, 0.2823, 0.2527], [0.4570, -0.6115, 0.8747], [0.8110, -1.9804, 0.7752], [-0.9859, -0.2932, 0.2488], [-1.0611, 0.6343, -0.9798], [2.2180, 1.8639, -1.1714], [0.4095, -0.4257, 1.9529], [1.1717, -2.1401, -0.1063], [-1.3948, -1.2848, 0.0350], [-1.5891, 0.1192, 1.0640], [-0.0609, 1.0336, -1.1803], [-1.6957, 1.5126, -0.8213], [-1.3760, 0.1288, -1.8968]]
}

{
  "formula": "C5H8O",
  "method": "the ωB97M-V functional and the def2-TZVPD basis",
  "de_lowest_kcal_mol": 58.6,
  "smiles": "C1=COC=CC1.[H][H]",
  "elements": ["C", "C", "O", "C", "C", "C", "H", "H", "H", "H", "H", "H", "H", "H"],
  "xyz": [[0.2215, -0.7396, -1.1255], [0.9440, -1.0192, -0.0450], [1.2076, -0.0629, 0.9110], [0.2267, 0.8966, 1.0339], [-0.5252, 1.2567, -0.0018], [-0.1250, 0.7107, -1.3490], [-0.1293, -1.5212, -1.7890], [1.3551, -1.9863, 0.2237], [0.1365, 1.2575, 2.0527], [-1.4030, 1.8793, 0.1250], [0.7777, 1.2406, -1.6900], [-0.8872, 0.8578, -2.1162], [-0.7584, -1.6879, 1.7235], [-1.0409, -1.0820, 2.0468]]
}

{
  "formula": "C5H8O",
  "method": "the ωB97M-V functional and the def2-TZVPD basis",
  "de_lowest_kcal_mol": 114.5,
  "elements": ["O", "C", "C", "C", "C", "C", "H", "H", "H", "H", "H", "H", "H", "H"],
  "xyz": [[0.2193, -1.6932, 0.1654], [0.3958, -0.3856, 0.6806], [1.5273, 0.2111, -0.1822], [1.3377, 0.5251, -1.6034], [-1.8618, 0.2076, -0.2183], [-0.8548, 0.4503, 0.6155], [-0.5514, -2.0834, 0.5982], [0.7416, -0.4267, 1.7282], [2.4642, -0.3262, 0.0051], [1.7349, 1.2644, 0.1208], [0.2464, 0.6878, -1.7505], [-1.8433, -0.6573, -0.8778], [-2.7210, 0.8679, -0.2837], [-0.8765, 1.3290, 1.2607]]
}

{
  "formula": "C5H8O",
  "method": "the ωB97M-V functional and the def2-TZVPD basis",
  "de_lowest_kcal_mol": 53.0,
  "smiles": "C1=COC=CC1.[H][H]",
  "elements": ["C", "C", "O", "C", "C", "C", "H", "H", "H", "H", "H", "H", "H", "H"],
  "xyz": [[0.7401, 1.1899, 0.3481], [-0.5830, 1.1818, 0.4696], [-1.4136, 0.3274, -0.2119], [-0.7977, -0.7589, -0.7808], [0.5134, -0.8558, -0.9732], [1.4354, 0.2915, -0.6440], [1.3191, 1.8623, 0.9732], [-1.1511, 1.8236, 1.1342], [-1.5194, -1.5321, -1.0204], [0.9151, -1.7790, -1.3787], [1.6838, 0.8548, -1.5571], [2.3907, -0.0716, -0.2468], [-1.8053, -0.9161, 1.8284], [-1.7275, -1.6177, 2.0595]]
}

{
  "formula": "C5H8O",
  "method": "the ωB97M-V functional and the def2-TZVPD basis",
  "de_lowest_kcal_mol": 109.2,
  "smiles": "C1=CCOCC1",
  "elements": ["C", "C", "C", "O", "C", "C", "H", "H", "H", "H", "H", "H", "H", "H"],
  "xyz": [[0.8096, -0.7433, 0.3914], [-0.4910, -1.0701, 0.4596], [-1.3023, -0.0715, 1.2041], [-1.2638, 0.9189, 0.1438], [0.1856, 0.9260, -0.8130], [1.2837, -0.2327, -0.9250], [1.2342, -0.1902, 1.2317], [-1.0130, -1.4470, -0.4276], [-2.3290, -0.3940, 1.4592], [-0.8232, 0.2734, 2.1339], [-0.4082, 1.0062, -1.7041], [0.6379, 1.8291, -0.4230], [2.3423, 0.1008, -0.9471], [1.1372, -0.9054, -1.7837]]
}

{
  "formula": "C5H8O",
  "method": "the ωB97M-V functional and the def2-TZVPD basis",
  "de_lowest_kcal_mol": 54.3,
  "smiles": "C1CC1[C@H]1CO1",
  "elements": ["C", "C", "C", "C", "C", "O", "H", "H", "H", "H", "H", "H", "H", "H"],
  "xyz": [[0.7137, -1.2371, -1.0476], [0.3588, -1.5808, 0.3611], [0.5708, -0.1412, -0.0258], [-0.6015, 0.7739, -0.1675], [-0.7994, 1.9106, 0.7249], [-0.4219, 2.1112, -0.6293], [-0.1126, -1.2960, -1.7523], [1.6709, -1.5342, -1.4643], [1.1666, -1.9994, 0.9567], [-0.6366, -1.8990, 0.6402], [1.3975, 0.2259, 0.5642], [-1.4833, 0.3016, -0.6109], [-1.8075, 2.2042, 1.0111], [-0.0155, 2.1604, 1.4397]]
}

{
  "formula": "C5H8O",
  "method": "the ωB97M-V functional and the def2-TZVPD basis",
  "de_lowest_kcal_mol": 76.9,
  "elements": ["C", "C", "O", "C", "C", "C", "H", "H", "H", "H", "H", "H", "H", "H"],
  "xyz": [[2.3604, -0.5536, 0.2110], [-0.1394, 0.9367, -1.1532], [-0.8266, -0.1491, -1.4545], [-1.7883, -0.5310, -0.4476], [-1.6162, 0.5113, 0.5960], [-0.6529, 1.3486, 0.1853], [2.8005, -1.4231, -0.2781], [3.1246, -0.0426, 0.7999], [1.5660, -0.8857, 0.8853], [1.9584, 0.1179, -0.5518], [-2.7776, -0.5416, -0.9167], [-1.5434, -1.5430, -0.1078], [-2.1908, 0.5431, 1.5142], [-0.2746, 2.2120, 0.7182]]
}

{
  "formula": "C5H8O",
  "method": "the ωB97M-V functional and the def2-TZVPD basis",
  "de_lowest_kcal_mol": 29.0,
  "smiles": "C[C@H]1C[C@H]1C=O",
  "elements": ["C", "C", "C", "C", "C", "O", "H", "H", "H", "H", "H", "H", "H", "H"],
  "xyz": [[1.2181, 1.0796, 0.0170], [0.8080, -0.3751, 0.0539], [-0.1892, -0.8785, 1.0609], [-0.5721, -0.8059, -0.3842], [-1.5788, 0.2107, -0.8260], [-2.5159, 0.5810, -0.1542], [0.3833, 1.7324, 0.2979], [2.0413, 1.2728, 0.7137], [1.5505, 1.3721, -0.9860], [1.6021, -1.0721, -0.2122], [-0.6554, -0.1479, 1.7190], [-0.0381, -1.8552, 1.5097], [-0.6291, -1.7307, -0.9591], [-1.4247, 0.6168, -1.8505]]
}

{
  "formula": "C5H8O",
  "method": "the ωB97M-V functional and the def2-TZVPD basis",
  "de_lowest_kcal_mol": 118.1,
  "elements": ["C", "C", "C", "C", "C", "O", "H", "H", "H", "H", "H", "H", "H", "H"],
  "xyz": [[-1.8275, 2.1794, -0.5296], [-0.7023, 1.4491, -0.3392], [-0.0670, 0.3417, 0.1830], [0.1987, -0.9951, -0.4060], [1.3744, -1.6696, 0.3376], [1.2136, -1.5442, 1.7236], [-0.0058, 2.3015, -0.1842], [-1.6874, 3.1767, -0.9423], [-2.7989, 1.9409, -0.1203], [-0.7175, -1.5734, -0.1734], [0.3216, -1.0463, -1.4977], [1.4390, -2.7384, 0.1068], [2.3159, -1.2072, -0.0006], [0.9431, -0.6151, 1.8424]]
}

{
  "formula": "C5H8O",
  "method": "the ωB97M-V functional and the def2-TZVPD basis",
  "de_lowest_kcal_mol": 31.7,
  "elements": ["C", "C", "C", "C", "O", "C", "H", "H", "H", "H", "H", "H", "H", "H"],
  "xyz": [[-0.2939, -0.1705, 1.6142], [0.4374, 0.0710, 0.3052], [-0.2883, 1.1381, -0.5714], [0.0531, 0.1218, -1.6437], [0.7757, 0.3348, -2.5862], [0.1710, -1.0743, -0.7197], [-1.3291, -0.3905, 1.3181], [0.0664, -1.0392, 2.1715], [-0.3339, 0.7048, 2.2683], [1.5090, 0.2985, 0.2275], [0.2215, 2.0864, -0.7524], [-1.3090, 1.3108, -0.2129], [1.0093, -1.7124, -1.0053], [-0.6893, -1.6794, -0.4131]]
}